(1)
C4H3LiMgO2 | the ωB97M-V functional and the def2-TZVPD basis

XYZ file:
```
11
Properties=species:S:1:pos:R:3:lowdin_charge:R:1
Mg -1.21 -0.64 3.05 1.592
O 1.39 1.70 -3.32 -0.239
O -1.35 0.39 1.46 -0.150
C 1.05 1.20 -1.01 0.079
C 0.53 0.53 0.02 -0.080
C -0.80 0.85 0.44 -0.185
C 1.47 1.89 -2.06 -0.335
Li 1.99 2.51 -4.80 0.863
H 2.13 2.88 -1.86 0.179
H -1.39 1.54 -0.19 0.167
H 1.06 -0.26 0.55 0.109
```

The total charge is +2. As for the energy above the lowest of the compared OMol25 structures with the same formula, charge and spin: 0.0000 eV. The LUMO energy is -11.56 eV. Its gap between HOMO and LUMO is 3.0 eV.


(2)
CH7NOS2 | the ωB97M-V functional and the def2-TZVPD basis

XYZ file:
```
12
Properties=species:S:1:pos:R:3:lowdin_charge:R:1
S -0.43 2.54 -2.16 0.256
S -1.31 0.59 -2.03 0.290
O -0.31 -1.70 0.23 -0.107
N 1.52 -0.63 1.46 0.025
C 0.33 -0.48 0.64 -0.396
H 0.42 -0.03 -0.38 0.027
H -0.96 -1.99 0.88 0.073
H -2.57 1.00 -1.74 -0.189
H 2.33 -0.39 0.91 0.064
H -0.45 0.16 1.10 0.107
H 1.38 -1.47 2.00 0.074
H 0.05 2.39 -0.90 -0.224
```

The total charge is 0. As for the energy above the lowest of the compared OMol25 structures with the same formula, charge and spin: 0.7224 eV. Its SMILES is NCO.SS. The LUMO energy is 0.14 eV. Its gap between HOMO and LUMO is 9.6 eV.


(3)
C3H10IN2 | the ωB97M-V functional and the def2-TZVPD basis

XYZ file:
```
16
Properties=species:S:1:pos:R:3:lowdin_charge:R:1
I -2.77 0.11 0.00 1.000
N -0.28 -0.58 1.51 0.061
N -0.36 -2.03 -0.56 0.136
C -0.66 -0.21 0.30 -0.798
C 0.35 0.55 -0.58 -0.246
C 0.11 2.01 -0.11 -0.116
H -0.48 -2.01 -1.54 0.087
H -1.05 -2.48 0.01 0.069
H -0.92 -0.74 2.31 0.134
H -0.56 2.01 0.74 0.039
H 0.99 2.70 0.09 0.117
H 0.50 -0.15 1.96 0.126
H 1.40 0.28 -0.65 0.120
H -0.46 2.49 -0.91 0.076
H 0.55 -2.24 -0.24 0.083
H 0.00 0.37 -1.62 0.111
```

The total charge is +1. As for the energy above the lowest of the compared OMol25 structures with the same formula, charge and spin: 1.0444 eV. The LUMO energy is -4.19 eV. Its gap between HOMO and LUMO is 10.1 eV.


(4)
C12H48O12 | the ωB97M-V functional and the def2-TZVPD basis

XYZ file:
```
72
Properties=species:S:1:pos:R:3:lowdin_charge:R:1
O -0.47 -2.07 -2.90 -0.050
O 1.67 -3.29 -0.50 -0.084
O -1.98 -0.89 -1.95 -0.040
O 2.61 -1.22 -1.81 -0.011
O 2.66 -2.04 0.67 -0.020
O 2.30 2.19 -0.41 0.103
O -0.46 -1.02 2.57 0.063
O -3.36 -1.72 -0.67 -0.061
O 0.11 0.16 1.23 -0.022
O -2.36 2.22 1.49 -0.023
O 1.71 3.57 -1.48 -0.096
O 1.36 1.55 1.24 0.139
C 0.00 2.05 -1.74 -0.113
C 0.64 -3.07 2.15 -0.057
C 0.42 -0.74 0.15 -0.189
C -2.00 1.29 0.46 -0.401
C -2.12 -0.11 1.09 -0.023
C -0.54 -1.90 0.16 -0.044
C -2.88 1.43 -0.70 -0.027
C 0.35 3.42 -1.07 -0.365
C -0.35 4.69 -1.66 -0.052
C 0.60 -1.83 3.02 -0.299
C 0.50 0.00 -1.22 -0.068
C 1.90 -1.06 3.06 -0.021
H -1.07 1.86 -1.66 0.031
H -2.11 -0.94 0.38 0.013
H 0.05 5.62 -1.26 0.062
H -0.43 -0.20 3.08 0.203
H 1.95 2.02 0.46 -0.196
H 2.14 -2.51 -0.21 -0.226
H -0.28 4.81 -2.74 0.068
H -3.27 2.52 1.52 0.084
H -0.25 -2.60 -0.62 0.114
H 2.82 -0.42 -1.33 0.041
H -3.32 0.46 -0.92 0.070
H -1.53 -1.61 -0.19 0.026
H 1.69 1.61 2.13 0.114
H 0.54 1.16 -1.40 -0.148
H -3.61 2.19 -0.43 0.117
H 1.42 -3.10 -1.40 0.037
H 2.25 2.85 -1.14 -0.289
H 3.47 -1.60 -2.01 0.082
H 1.30 0.73 -1.18 0.091
H -3.09 -0.27 1.56 0.126
H -2.50 -1.59 -1.08 -0.111
H -1.93 -0.27 -2.68 0.164
H -3.94 -1.14 -1.16 0.068
H -0.51 -2.43 1.11 0.057
H 2.21 -0.55 2.15 0.084
H 0.91 -2.81 1.13 0.035
H 0.56 -0.58 -2.14 0.121
H 3.57 -1.78 0.74 0.147
H -0.88 -1.88 -3.74 0.053
H -0.37 0.65 -1.27 0.045
H -1.02 -1.63 -2.25 -0.138
H 2.38 -2.19 1.57 0.040
H 0.38 -2.20 4.02 0.161
H -2.32 1.84 -1.54 0.073
H -1.40 4.79 -1.39 0.050
H 2.72 -1.73 3.30 0.111
H -0.34 -3.54 2.10 0.129
H 1.34 -3.82 2.53 0.129
H 0.28 3.35 0.02 0.127
H -1.00 1.57 0.13 0.114
H -0.32 -0.34 1.93 -0.292
H 2.56 1.33 -0.74 0.087
H -2.28 -0.37 -1.21 0.035
H 1.95 -0.32 3.86 0.112
H 1.41 -1.13 0.38 0.087
H -1.47 -0.26 1.95 0.054
H 0.22 2.11 -2.80 0.130
H 0.82 0.76 1.23 -0.332
```

The total charge is 0. As for the energy above the lowest of the compared OMol25 structures with the same formula, charge and spin: 38.7856 eV. The LUMO energy is -0.28 eV. Its gap between HOMO and LUMO is 6.4 eV.


(5)
C30H78O28P6 | the ωB97M-V functional and the def2-TZVPD basis

XYZ file:
```
142
Properties=species:S:1:pos:R:3:lowdin_charge:R:1
P -5.76 0.17 -1.19 0.294
P -2.15 3.41 0.53 0.375
P -4.08 -1.32 4.95 0.331
P 0.04 0.88 -4.62 0.389
P 1.79 0.01 0.82 0.393
P -0.22 -4.15 1.96 0.390
O -1.68 -3.94 1.94 -0.220
O 0.57 -1.03 0.62 -0.236
O 0.21 -5.62 2.52 -0.234
O -4.77 -0.46 6.08 -0.225
O -4.46 -0.47 3.72 -0.186
O 0.55 -3.97 0.61 -0.210
O -0.62 2.01 -3.77 -0.220
O 1.22 1.45 0.45 -0.194
O 6.80 2.81 -0.01 0.074
O -6.24 -1.05 -2.02 -0.209
O 2.95 -0.48 0.09 -0.223
O -2.46 -1.15 5.13 -0.243
O 1.86 0.20 2.42 -0.216
O -1.14 3.83 1.68 -0.226
O 1.51 0.97 -4.67 -0.223
O -2.20 2.01 0.13 -0.216
O -5.25 1.14 -2.42 -0.249
O -4.46 -0.21 -0.49 -0.209
O -0.62 -0.45 -3.98 -0.249
O 2.60 4.27 -1.34 0.089
O -1.55 4.33 -0.63 -0.235
O 7.24 -2.31 2.44 0.060
O 3.64 -2.32 -4.93 0.058
O 0.61 -3.17 2.88 -0.245
O -3.55 4.06 0.99 -0.205
O -6.68 0.74 -0.22 -0.207
O -0.62 0.90 -6.11 -0.233
O -4.42 -2.75 4.98 -0.219
C 5.18 -3.42 3.08 -0.015
C -5.03 -1.20 7.30 -0.060
C 3.93 -1.32 -4.32 -0.481
C -0.37 -1.77 -4.53 -0.034
C 6.21 -2.85 2.11 -0.481
C 5.18 2.44 1.77 -0.012
C -7.12 -1.98 -1.36 -0.052
C -6.26 1.54 -3.37 -0.078
C -1.30 5.72 -0.54 -0.091
C 5.92 -3.04 0.61 -0.011
C -0.84 -6.58 2.81 -0.077
C 2.82 3.86 -2.42 -0.497
C -3.32 -0.61 -1.25 -0.074
C 3.45 -1.03 -2.91 -0.028
C 2.13 4.42 -3.67 -0.006
C 1.99 -3.80 0.42 -0.045
C 3.14 -0.22 3.03 -0.052
C 0.05 1.45 -7.24 -0.096
C -2.07 2.10 -3.64 -0.040
C 3.79 2.72 -2.69 0.002
C -3.99 -1.03 2.46 -0.059
C 4.77 -0.22 -5.00 -0.018
C -4.74 3.29 0.68 -0.071
C 0.14 -2.96 4.16 -0.103
C 6.19 0.60 0.42 -0.032
C -1.34 3.08 2.96 -0.029
C 6.11 2.06 0.64 -0.507
C -1.88 0.15 5.23 -0.103
C 0.72 1.47 -0.94 -0.062
C -0.70 -0.80 1.30 -0.062
H -0.55 3.51 3.60 0.099
H -4.58 2.32 1.13 0.068
H -5.75 2.26 -4.00 0.091
H 5.28 -2.25 0.25 0.058
H -5.44 -0.41 7.92 0.092
H 1.73 5.42 -3.49 0.075
H 4.48 2.66 -1.87 0.071
H 1.39 3.75 -4.09 0.057
H -6.76 -2.99 -1.48 0.087
H 5.18 0.28 0.13 0.063
H -7.05 1.95 -2.78 0.075
H 4.26 -0.86 -2.21 0.073
H -6.61 0.62 -3.87 0.091
H 3.87 -0.30 2.25 0.044
H -2.19 6.24 -0.91 0.091
H 2.33 -3.25 1.25 0.040
H -0.41 -3.81 4.55 0.094
H 1.03 -2.74 4.78 0.108
H -0.38 5.88 -1.16 0.104
H 4.12 2.17 1.66 0.074
H 3.01 -1.17 3.55 0.072
H -3.59 -1.04 -2.24 0.103
H 3.23 1.79 -2.76 0.035
H 5.16 3.52 1.89 0.085
H 2.90 -0.09 -2.92 0.032
H -0.53 -2.11 4.06 0.055
H 1.57 1.34 -1.59 0.054
H -2.51 1.12 -3.90 0.081
H 4.33 2.92 -3.61 0.087
H 5.00 -0.44 -6.05 0.082
H 6.42 0.09 1.33 0.065
H -1.05 6.06 0.46 0.086
H 6.89 -2.94 0.11 0.087
H -1.98 0.46 6.26 0.085
H 2.07 -3.25 -0.54 0.097
H -2.72 0.29 -1.34 0.057
H -1.67 -6.26 2.19 0.070
H 7.00 0.37 -0.30 0.100
H 4.17 -3.33 2.74 0.044
H 5.35 -2.96 4.05 0.088
H -2.33 0.94 4.59 0.085
H 2.47 -4.78 0.35 0.095
H -5.73 -1.95 6.95 0.086
H 4.14 0.65 -4.99 0.041
H -4.82 -1.53 1.96 0.093
H -4.97 3.15 -0.37 0.079
H -0.56 -0.98 2.37 0.068
H -8.10 -1.88 -1.85 0.105
H -1.26 2.02 2.76 0.063
H -4.08 -1.58 7.66 0.090
H -1.43 -1.42 0.79 0.060
H -1.00 0.26 1.13 0.070
H -0.54 1.24 -8.11 0.078
H 0.12 0.59 -1.14 0.079
H -2.30 3.48 3.33 0.093
H -7.10 -1.77 -0.32 0.071
H -1.04 -6.61 3.87 0.086
H 2.90 -1.93 -2.61 0.079
H 5.29 -4.49 3.18 0.089
H -0.35 -1.72 -5.63 0.095
H 0.19 2.54 -7.19 0.095
H -0.84 0.02 4.96 0.077
H 5.44 -4.01 0.46 0.079
H 0.22 2.43 -1.10 0.088
H 3.43 0.58 3.73 0.098
H -2.31 2.42 -2.61 0.080
H 2.91 4.62 -4.41 0.076
H -0.46 -7.54 2.42 0.089
H -2.81 -1.40 -0.70 0.090
H 5.71 0.07 -4.50 0.085
H 5.41 1.95 2.70 0.076
H -5.59 3.78 1.12 0.093
H -3.16 -1.76 2.54 0.084
H -1.23 -2.30 -4.10 0.094
H 1.07 1.06 -7.25 0.087
H 0.58 -2.08 -4.13 0.075
H -3.81 -0.20 1.79 0.068
H -2.43 2.87 -4.33 0.094
```

The total charge is 0. As for the energy above the lowest of the compared OMol25 structures with the same formula, charge and spin: 0.0000 eV. Its SMILES is COP(=O)(OC)OC.COP(=O)(OC)OC.COP(=O)(OC)OC.COP(=O)(OC)OC.COP(=O)(OC)OC.COP(=O)(OC)OC.CC(C)=O.CC(C)=O.CC(C)=O.CC(C)=O. The LUMO energy is 0.43 eV. Its gap between HOMO and LUMO is 9.6 eV.


(6)
C48H77N11OS2ScSe | the ωB97M-V functional and the def2-TZVPD basis

XYZ file:
```
141
Properties=species:S:1:pos:R:3:mulliken_spin:R:1
Se -3.32 -2.65 1.23 0.005
Sc 0.07 -0.64 -2.13 -0.021
S 4.21 -3.35 -1.62 0.001
S 0.61 -2.00 0.29 0.344
O -1.65 -1.96 -2.10 0.007
N -0.80 1.64 -2.01 -0.050
N -0.38 -0.22 -6.55 0.000
N -1.65 3.74 -1.13 0.001
N -2.35 -4.06 -1.91 0.001
N -0.34 0.31 -4.18 0.000
N 4.05 -3.39 1.00 0.011
N -4.06 0.09 0.79 -0.003
N 4.17 -1.27 -0.03 -0.006
N -2.31 -0.14 2.08 0.003
N 1.55 -0.18 -5.44 0.000
N 0.55 3.39 -1.32 0.000
C 3.01 3.75 4.86 0.064
C 3.57 -4.30 3.22 -0.001
C -0.98 4.95 -0.67 0.001
C -3.62 3.71 1.52 -0.001
C -2.77 -1.40 4.81 0.001
C -3.23 -0.83 1.36 0.006
C 0.66 -0.46 -7.54 0.000
C 5.77 -0.56 1.76 0.002
C -1.53 0.52 -7.04 0.000
C 3.56 -3.05 2.34 0.013
C 0.21 0.01 -5.31 0.001
C -2.48 3.56 2.31 0.002
C -2.82 3.98 -1.96 0.000
C 1.65 1.94 4.03 0.069
C -6.41 -0.68 0.64 0.000
C -2.00 1.05 -2.56 0.033
C -0.67 2.82 -1.54 0.006
C 1.87 -0.83 -6.70 0.000
C -1.73 0.74 -4.05 -0.003
C 7.36 -1.18 -0.15 0.000
C -1.23 -0.70 2.89 0.038
C -1.53 -0.62 4.38 0.001
C 1.78 -5.49 1.84 -0.020
C 4.13 -2.61 -0.10 0.007
C -4.23 2.61 0.93 0.002
C -7.08 0.44 1.43 0.000
C 4.41 -0.38 1.10 0.019
C -5.15 -0.26 -0.11 0.000
C -1.92 2.31 2.55 -0.001
C 1.29 0.55 0.78 -0.121
C 2.23 -5.04 3.22 0.003
C 2.10 2.16 2.71 0.004
C 3.48 3.97 3.57 -0.035
C -2.55 1.22 1.98 -0.008
C -3.02 -1.29 6.31 0.000
C 0.45 4.50 -0.41 0.001
C 6.96 -0.15 0.90 0.000
C -7.81 1.44 0.54 0.000
C 2.54 -0.12 -4.40 -0.013
C 2.09 2.72 5.08 -0.033
C 0.89 -0.37 -0.16 0.583
C -1.38 -3.18 -2.17 0.005
C 1.64 1.36 1.64 -0.007
C 0.00 -3.64 -2.54 0.010
C 0.80 -2.50 -3.17 0.008
C -3.68 1.37 1.17 0.007
C 1.80 2.77 -1.70 0.009
C 3.03 3.20 2.51 0.079
H -2.56 4.15 -3.01 0.000
H 6.75 0.82 0.43 0.000
H -6.32 0.96 2.03 0.000
H -5.33 0.62 -0.74 0.000
H -2.21 0.12 -2.01 -0.019
H 0.36 -1.27 -8.21 0.000
H 1.17 5.27 -0.66 -0.001
H 4.17 -0.85 -0.94 -0.008
H 1.65 2.27 -2.65 -0.005
H -0.32 -0.17 2.63 -0.014
H 2.30 -5.90 3.89 0.000
H -0.08 -4.56 -3.14 0.001
H -1.93 1.66 -4.60 0.000
H 7.57 -2.14 0.31 0.000
H 2.17 2.06 -0.96 0.013
H 1.73 2.53 6.08 -0.001
H 5.90 -1.59 2.08 0.000
H 2.86 -1.10 -4.06 -0.003
H -1.35 1.60 -7.07 0.000
H 3.90 -4.34 0.72 -0.001
H 2.80 -0.43 -7.11 0.000
H 2.54 -2.66 2.26 -0.010
H -1.03 2.20 3.15 -0.010
H -5.13 2.73 0.33 0.000
H 1.86 -2.74 -3.08 -0.002
H -7.11 -1.08 -0.10 0.000
H -2.43 -0.03 -4.38 0.000
H 0.94 1.14 4.20 0.001
H -1.63 0.43 4.69 0.001
H 0.84 0.44 -8.14 0.000
H -4.79 -1.07 -0.74 0.000
H 4.33 0.63 0.70 -0.013
H -3.13 -3.72 -1.36 0.000
H -4.04 4.69 1.37 0.000
H 3.36 4.35 5.68 0.006
H 3.41 0.44 -4.77 0.001
H -8.62 0.95 -0.01 0.000
H 0.85 -6.06 1.90 0.001
H -2.02 4.43 2.76 0.000
H -2.10 -5.04 -1.84 0.000
H 4.20 4.76 3.38 -0.002
H 6.58 -1.35 -0.89 0.000
H -8.26 2.25 1.13 0.000
H 2.54 3.56 -1.84 0.001
H 4.37 -4.97 2.88 0.000
H 1.47 -4.38 3.65 0.000
H -2.42 0.32 -6.45 0.000
H 0.55 -2.45 -4.25 0.001
H 7.82 0.03 1.56 0.000
H 0.47 -3.91 -1.59 -0.002
H -3.17 -0.26 6.61 0.000
H 1.60 -4.64 1.18 0.024
H -1.73 0.18 -8.06 0.000
H 3.83 -4.02 4.24 0.000
H 3.59 -0.45 1.82 0.006
H 1.98 -1.91 -6.57 0.000
H -7.15 1.90 -0.19 0.000
H -0.65 -1.00 4.91 0.000
H -2.17 -1.68 6.87 0.000
H -1.10 -1.73 2.56 -0.014
H 2.15 0.45 -3.55 0.018
H -3.31 4.88 -1.58 0.000
H 4.17 -2.27 2.78 0.000
H -3.55 3.18 -1.89 0.000
H -1.01 5.73 -1.45 0.000
H -3.90 -1.86 6.61 0.000
H -3.64 -1.03 4.26 0.000
H -7.78 0.01 2.14 0.000
H 5.75 0.05 2.68 0.000
H 0.60 4.19 0.63 0.001
H 3.41 3.37 1.51 0.007
H 8.26 -0.86 -0.69 0.000
H 2.52 -6.14 1.37 -0.001
H -1.47 5.33 0.22 0.000
H -2.92 1.62 -2.47 0.003
H -6.14 -1.51 1.29 0.000
H -2.66 -2.44 4.51 0.000
```

The total charge is 0. As for the spin multiplicity: 2. The LUMO energy (alpha / beta) is 0.13 / 0.13 eV. Its gap between HOMO and LUMO (alpha / beta) is 4.9 / 6.4 eV.


Sequential largest force on an atom output: 3.6, 2.4, 3.1, 18.3, 2.9, 1.0 eV/A